Entry 1:
This record from the Open Molecules 2025 dataset describes a 9-piece molecular cluster, C48H123N9O15 overall at a distorted geometry. The level of theory is the ωB97M-V functional and the def2-TZVPD basis.

SMILES: COC[C@H](C)N.COC[C@H](C)N.COC[C@H](C)N.COCCNCCOC.COCCNCCOC.COCCNCCOC.COCCNCCOC.COCCNCCOC.COCCNCCOC
Gap between HOMO and LUMO in eV: 8.91
Net charge: 0
E_HOMO in eV: -8.3987
E_LUMO in eV: 0.513

Cartesian coordinates (Å):
C -6.3494 0.2451 -5.4420
O -5.8852 0.1510 -4.1399
C -4.4823 0.2082 -4.1862
C -3.8590 -1.1724 -4.3314
C -4.3464 -2.0388 -3.1785
N -2.4652 -1.1367 -4.3412
H -6.2940 1.2266 -5.9129
H -7.4350 0.1660 -5.3848
H -6.0225 -0.5532 -6.1083
H -4.0842 0.8555 -4.9676
H -4.1656 0.7137 -3.2739
H -4.1811 -1.8049 -5.1586
H -4.2363 -1.5164 -2.2282
H -4.0151 -3.0692 -3.0489
H -5.4307 -2.1358 -3.2329
H -2.1843 -0.6549 -3.4991
H -2.3568 -2.1406 -4.3642
C -2.7203 -5.4515 3.7996
O -1.9713 -4.3140 4.2494
C -1.9985 -3.2551 3.2692
C -0.9843 -2.1833 3.6626
C -1.3885 -1.6984 5.0689
N -1.2475 -1.0617 2.7998
H -2.4357 -5.8659 2.8324
H -3.7700 -5.1879 3.6697
H -2.4674 -6.2008 4.5496
H -1.7438 -3.5628 2.2550
H -2.9834 -2.8118 3.1225
H 0.0720 -2.4520 3.6701
H -0.8690 -0.8299 5.4739
H -1.1354 -2.5277 5.7295
H -2.4445 -1.4450 5.1622
H -2.2461 -0.9470 2.7001
H -0.7761 -0.2813 3.2344
C 0.6363 1.1828 0.3635
O 1.1079 0.8436 -0.9299
C 0.1949 -0.0096 -1.5453
C 0.8853 -0.5024 -2.8675
C 1.0371 0.5899 -3.9018
N 0.0866 -1.5739 -3.4575
H 1.3040 1.9189 0.8111
H 0.4861 0.2927 0.9745
H -0.3239 1.6511 0.1472
H -0.1234 -0.8281 -0.8997
H -0.7389 0.5349 -1.6855
H 1.9118 -0.8212 -2.6860
H 1.7398 0.2162 -4.6464
H 1.5275 1.4747 -3.4959
H 0.0407 0.8479 -4.2607
H 0.5623 -1.9260 -4.2759
H -0.8378 -1.2506 -3.7045
C 2.2873 7.7999 7.9899
O 2.9706 7.3545 6.8597
C 3.5994 6.0139 6.9976
C 3.4217 5.0909 5.7763
N 2.1792 4.3545 5.9858
C 1.8548 3.3437 4.9132
C 1.4704 4.1222 3.5875
O 0.6253 3.3048 2.7177
C -0.8317 3.6096 2.8248
H 2.9153 7.8085 8.8808
H 1.3279 7.3580 8.2588
H 2.3223 8.8843 7.8855
H 3.4342 5.4349 7.9062
H 4.6550 6.2829 6.9600
H 4.3021 4.4735 5.5976
H 3.2892 5.7770 4.9398
H 1.4314 5.0332 6.0056
H 1.1092 2.7473 5.4390
H 2.7700 2.7748 4.7488
H 2.4350 4.4120 3.1708
H 0.9625 5.0476 3.8593
H -0.9890 4.5820 2.3581
H -1.1451 3.5029 3.8632
H -1.3856 2.9538 2.1531
C -3.4804 -4.9037 -5.2221
O -2.6799 -4.6004 -4.0778
C -1.3466 -5.0186 -4.1769
C -0.7121 -4.7317 -2.7991
N -0.9803 -5.9196 -1.9614
C -0.5818 -5.7403 -0.5280
C -0.6349 -7.2207 0.2543
O -1.9990 -7.6703 0.5947
C -2.0092 -8.8990 1.3559
H -3.7042 -5.9462 -4.9958
H -2.9918 -4.9376 -6.1958
H -4.3677 -4.2721 -5.1797
H -0.7684 -4.4062 -4.8689
H -1.3156 -6.0979 -4.3261
H -1.1441 -3.7703 -2.5212
H 0.3336 -4.4371 -2.8879
H -1.9768 -5.7834 -1.8696
H -1.2176 -5.0553 0.0329
H 0.4360 -5.3790 -0.3815
H -0.0881 -7.2244 1.1972
H -0.0031 -7.8685 -0.3535
H -1.5166 -8.8182 2.3249
H -1.5635 -9.7093 0.7790
H -3.0566 -9.1140 1.5674
C 3.7125 0.3463 3.1189
O 4.6050 1.1654 3.9569
C 5.7024 0.3746 4.5694
C 6.5233 1.2984 5.5410
N 7.4295 2.2821 4.9882
C 8.0466 3.0360 6.0038
C 7.0805 3.7184 7.0085
O 6.5938 2.9041 8.0424
C 5.5428 3.5583 8.7768
H 4.1596 -0.4562 2.5322
H 3.1032 0.8883 2.3956
H 2.9854 -0.2614 3.6574
H 6.2983 -0.0573 3.7653
H 5.2547 -0.4972 5.0465
H 7.0927 0.5547 6.0986
H 5.7331 1.7575 6.1351
H 6.7986 2.8466 4.4374
H 8.5318 3.8987 5.5473
H 8.7597 2.4382 6.5715
H 6.2806 4.1276 6.3914
H 7.5756 4.6018 7.4117
H 4.5570 3.3381 8.3671
H 5.7657 4.6251 8.7963
H 5.5445 3.0461 9.7389
C -5.8933 2.1754 -9.5633
O -5.1455 1.2156 -8.8343
C -4.1479 0.3770 -9.4271
C -3.3014 -0.3082 -8.3270
N -2.2210 -1.1317 -8.7812
C -1.4865 -1.7924 -7.7338
C -0.3093 -1.0925 -7.1649
O 0.4333 -2.0758 -6.3433
C 1.7114 -2.3125 -6.9586
H -6.3564 2.8992 -8.8927
H -6.5762 1.7365 -10.2907
H -5.1282 2.6951 -10.1402
H -3.4942 0.8708 -10.1461
H -4.7246 -0.2031 -10.1476
H -4.0427 -0.8905 -7.7798
H -2.9523 0.4833 -7.6637
H -2.6182 -1.7842 -9.4418
H -1.1431 -2.7689 -8.0753
H -2.1109 -1.9766 -6.8596
H -0.5243 -0.1782 -6.6118
H 0.3078 -0.6204 -7.9293
H 1.4168 -2.4939 -7.9922
H 2.1068 -3.1771 -6.4255
H 2.2963 -1.4047 -6.8106
C -3.4979 1.8952 -0.4833
O -4.2892 3.0054 -0.2781
C -5.2688 3.4191 -1.1693
C -6.1654 4.4459 -0.4770
N -6.8358 3.7938 0.6796
C -7.5701 4.6762 1.5808
C -8.1921 3.8036 2.6362
O -7.4732 3.3061 3.8161
C -6.7255 4.2820 4.4861
H -2.7677 2.1061 -1.2647
H -4.1696 1.0987 -0.8034
H -2.9817 1.5323 0.4054
H -5.8523 2.5952 -1.5802
H -4.9249 3.7683 -2.1429
H -6.8846 4.8446 -1.1924
H -5.4981 5.2780 -0.2525
H -6.1279 3.4386 1.3064
H -8.4249 5.0966 1.0511
H -6.9526 5.4952 1.9495
H -8.5592 2.9028 2.1444
H -9.0984 4.3149 2.9607
H -6.8606 5.2549 4.0136
H -5.6699 4.1858 4.2323
H -6.8142 4.5054 5.5493
C 9.0192 -4.5371 0.6331
O 8.3874 -3.3835 0.2054
C 7.2690 -2.9345 0.9339
C 6.5634 -1.8538 0.1267
N 5.4950 -2.4694 -0.6934
C 4.7100 -1.5246 -1.4490
C 5.3789 -0.2615 -2.1042
O 5.7430 0.7552 -1.1705
C 4.5081 1.1863 -0.5842
H 8.3849 -5.3917 0.3976
H 9.1955 -4.4713 1.7068
H 10.0333 -4.6563 0.2517
H 7.6111 -2.5022 1.8742
H 6.6310 -3.7755 1.2056
H 7.2773 -1.2620 -0.4463
H 6.0415 -1.1742 0.8004
H 5.9617 -3.1014 -1.3280
H 3.7429 -1.3979 -0.9626
H 4.4133 -2.1223 -2.3109
H 4.6047 0.0363 -2.8113
H 6.1975 -0.6084 -2.7349
H 3.7735 1.4048 -1.3593
H 4.6856 2.0684 0.0310
H 3.9684 0.7053 0.2316



Entry 2:
This record from the Open Molecules 2025 dataset describes a 2-piece molecular cluster, C7H11N2O3 overall at a distorted geometry. The level of theory is the ωB97M-V functional and the def2-TZVPD basis.

Gap between HOMO and LUMO in eV: 8.72
Net charge: -1
E_HOMO in eV: -5.1694
E_LUMO in eV: 3.554

Cartesian coordinates (Å):
C 1.6998 0.5092 0.8656
C 2.9261 -0.6609 -1.3008
C -0.5000 0.1554 0.7659
C -2.1519 -0.5296 -1.0973
C -0.2553 0.7905 -1.7721
C -0.7193 -0.1125 3.0146
C -0.6814 -0.2647 -0.7861
N 1.8711 -0.0970 -0.1824
N -0.9364 -0.5802 1.6984
O 2.1396 1.0527 1.8465
O 2.4141 -1.5513 -1.9747
O 4.0142 -0.1803 -1.2558
H -0.2007 1.2312 0.8268
H -2.7607 0.4113 -0.8952
H -2.5642 -1.3695 -0.4873
H -2.2314 -0.7478 -2.1717
H 0.8932 0.8439 -1.8596
H -0.5197 1.7828 -1.4708
H -0.6008 0.5782 -2.7423
H -0.3299 0.9447 2.8725
H -1.5800 -0.3350 3.5923
H 0.0815 -0.7365 3.4221
H -0.0079 -1.1349 -0.9086



Entry 3:
This record from the Open Molecules 2025 dataset describes a 3-piece molecular cluster, C32H47F9O12P2S overall at a distorted geometry. The level of theory is the ωB97M-V functional and the def2-TZVPD basis.

SMILES: CCCCCCC1=CC(=O)c2ccc(S(=O)(=O)C(F)(F)C(F)(F)C(F)(F)C(F)(F)F)cc2C1=O.CCOP(=O)(OCC)OCC.CCOP(=O)(OCC)OCC
Gap between HOMO and LUMO in eV: 6.98
Net charge: 0
E_HOMO in eV: -9.5730
E_LUMO in eV: -2.596

Cartesian coordinates (Å):
C -3.6246 2.8608 -1.9797
C -2.1209 2.2066 -2.0946
C -1.9170 1.4923 -3.5631
C -1.9559 -0.1670 -3.5076
C -3.4689 -0.7783 -3.2542
C -3.4900 -2.2442 -2.5144
C -3.1271 -2.2070 -0.9085
C -2.8295 -3.4975 -0.1663
C -2.4079 -3.5045 1.4523
O -2.7422 -4.5088 2.2690
C -1.5057 -2.1775 1.9239
C -0.3539 -2.2040 3.0902
C 0.4644 -0.7808 3.3701
C 0.1635 0.6275 2.5352
S 1.2191 2.1207 2.9412
O 2.4280 1.6100 3.8147
O 0.3564 3.1404 3.7223
C 1.9685 2.9915 1.4617
F 3.0991 3.8514 1.9603
F 0.9336 3.9139 0.9043
C 2.4343 2.0011 0.2367
F 2.7327 0.6041 0.6667
F 1.3099 2.0405 -0.7718
C 3.7673 2.5451 -0.5912
F 4.9568 2.2703 0.2751
F 3.6748 4.0156 -0.9190
C 4.0261 1.7761 -2.0161
F 4.0761 0.2982 -1.9319
F 3.1007 2.2378 -3.1171
F 5.3983 2.2096 -2.4764
C -1.0461 0.6611 1.3852
C -1.8432 -0.7523 1.1167
C -3.0658 -0.7911 -0.0240
O -3.9257 0.2214 -0.1601
H -4.3998 2.2075 -2.6100
H -4.0245 2.7899 -0.8570
H -3.6484 3.9934 -2.2763
H -1.3583 3.1024 -1.9059
H -1.8727 1.3957 -1.2861
H -2.7528 1.9290 -4.2818
H -0.8814 1.9029 -3.9914
H -1.6487 -0.5169 -4.6067
H -1.1397 -0.6255 -2.7940
H -4.1426 0.0389 -2.7548
H -3.9271 -0.9538 -4.3425
H -2.6204 -2.8819 -3.0264
H -4.4820 -2.8709 -2.7322
H -2.8969 -4.5038 -0.7986
H -0.1477 -3.1969 3.6741
H 1.2997 -0.8402 4.2202
H -1.2816 1.6753 0.8055
C 5.7334 4.2898 5.1934
C 6.0493 4.9633 6.5120
O 5.6724 6.3277 6.4789
P 4.1662 6.7890 6.9993
O 4.3126 6.1639 8.4084
O 4.5795 8.3321 7.4620
C 4.2608 8.7985 8.7619
C 5.4762 8.6875 9.6657
O 4.0026 7.4874 5.4250
C 3.3174 6.7548 4.4261
C 2.0928 6.0234 4.9404
H 4.6526 4.1874 5.0661
H 6.1740 3.2897 5.1502
H 6.1109 4.8794 4.3520
H 5.5711 4.4267 7.3384
H 7.1294 4.9325 6.6834
H 3.3990 8.2621 9.1746
H 3.9680 9.8491 8.6770
H 5.8859 7.6724 9.6780
H 5.2270 8.9747 10.6915
H 6.2788 9.3420 9.3049
H 4.0134 6.0686 3.9406
H 3.0042 7.4760 3.6637
H 2.3695 5.2372 5.6498
H 1.5508 5.5560 4.1132
H 1.4196 6.7110 5.4618
C -5.3788 -9.5043 -4.9620
C -5.0095 -8.7818 -6.2402
O -4.3987 -7.5374 -5.9521
P -2.7483 -7.4295 -5.8219
O -2.4634 -8.0108 -7.2284
O -2.6169 -5.8346 -6.2751
C -1.7285 -5.4571 -7.3129
C -2.4916 -5.2946 -8.6159
O -3.0667 -6.7800 -4.2503
C -2.9928 -7.6444 -3.1317
C -1.8470 -8.6349 -3.2029
H -4.4796 -9.8471 -4.4436
H -6.0002 -10.3791 -5.1734
H -5.9210 -8.8416 -4.2801
H -4.3717 -9.4155 -6.8656
H -5.9188 -8.5690 -6.8101
H -0.9070 -6.1754 -7.4117
H -1.2790 -4.4992 -7.0353
H -3.0669 -6.1913 -8.8679
H -1.8096 -5.0749 -9.4425
H -3.2152 -4.4747 -8.5325
H -3.9495 -8.1542 -3.0058
H -2.8569 -7.0095 -2.2497
H -1.9844 -9.3412 -4.0277
H -1.7795 -9.2093 -2.2745
H -0.8966 -8.1188 -3.3703



Entry 4:
This record from the Open Molecules 2025 dataset describes a 2-piece molecular cluster, C12H16N4O overall at a distorted geometry. The level of theory is the ωB97M-V functional and the def2-TZVPD basis.

Gap between HOMO and LUMO in eV: 6.52
Net charge: 0
E_HOMO in eV: -6.5625
E_LUMO in eV: -0.041

Cartesian coordinates (Å):
N 2.7820 -0.9543 2.4186
C 2.9120 0.1355 1.8065
C 3.1781 0.2777 0.3254
N 2.1539 -0.3117 -0.5255
C 2.3911 -0.8976 -1.7585
C 1.2165 -1.3054 -2.2594
N 0.2412 -0.9512 -1.3618
C 0.8433 -0.3700 -0.3290
C 0.0068 0.0782 0.7522
C -0.1827 1.3937 1.0823
C -1.0967 1.7737 2.0324
N -1.7807 0.8885 2.7488
C -1.5611 -0.3838 2.4551
C -0.7252 -0.8479 1.4654
H 2.8721 -1.7397 1.7685
H 2.8249 1.0548 2.3681
H 4.0925 -0.2667 0.1164
H 3.3787 1.2967 0.0236
H 3.3497 -1.0053 -2.2168
H 0.9920 -1.8051 -3.1761
H -0.8055 -1.0953 -1.4011
H 0.3348 2.1714 0.5431
H -1.2977 2.8130 2.2161
H -2.1014 -1.1136 3.0336
H -0.6454 -1.8999 1.2668
C -2.5415 1.0003 -1.8081
C -3.3431 -0.2612 -1.5432
O -2.4638 -1.3159 -1.4324
H -1.9556 0.9194 -2.7290
H -3.1374 1.9221 -1.9060
H -1.8468 1.1716 -0.9795
H -4.1103 -0.3271 -2.3513
H -3.9747 -0.0449 -0.6454



Q: Among the records above, which one has the lowest E_HOMO?
A: C32H47F9O12P2S